This record from the Open Molecules 2025 dataset describes a 18-piece molecular cluster, C63H162O27 overall in a non-equilibrium geometry. The level of theory is ωB97M-V/def2-TZVPD.

Its charge is 0. The calculation puts the molar mass at 1352.0 g mol⁻¹. The gap between HOMO and LUMO comes out at 0.3488 hartree. The calculation puts the HOMO energy at -9.071 eV.

CARTESIAN COORDINATES (ANGSTROEM)
C 5.3412 -0.0719 -4.5070
O 6.5158 0.2603 -3.8972
C 7.1297 -0.6925 -3.0293
C 8.2951 -0.2465 -2.0939
O 9.4439 0.1093 -2.9623
C 9.2732 1.2024 -3.8489
H 4.4878 -0.3164 -3.8745
H 5.4979 -0.9944 -5.0661
H 5.0575 0.6905 -5.2325
H 7.5182 -1.5590 -3.5643
H 6.3768 -1.1651 -2.3985
H 8.5746 -1.0754 -1.4436
H 8.0679 0.6721 -1.5531
H 8.8552 2.1022 -3.3974
H 8.7249 1.0135 -4.7718
H 10.2679 1.4541 -4.2167
C -0.9176 4.0280 -3.0202
O -1.3503 3.6052 -4.2920
C -1.9342 4.6688 -5.0339
C -2.3984 4.1418 -6.3424
O -3.4675 3.1876 -6.1732
C -3.8931 2.5058 -7.3098
H 0.0938 4.4243 -3.1100
H -0.9198 3.1665 -2.3524
H -1.5372 4.7802 -2.5319
H -1.1895 5.4577 -5.1392
H -2.7646 5.1478 -4.5152
H -1.5838 3.6244 -6.8492
H -2.4779 4.9135 -7.1081
H -3.0512 2.1322 -7.8927
H -4.3850 3.2309 -7.9580
H -4.5760 1.6835 -7.0963
C 2.4982 1.9112 3.4284
O 3.2985 1.1443 4.2891
C 3.2226 1.6453 5.6942
C 3.9179 0.6826 6.6536
O 5.3490 0.7557 6.6362
C 6.0638 -0.1460 7.4068
H 3.0980 2.6739 2.9318
H 1.5965 2.3335 3.8719
H 2.3048 1.2178 2.6100
H 2.1643 1.6592 5.9547
H 3.4959 2.6942 5.8089
H 3.4233 -0.2387 6.3458
H 3.6985 0.8400 7.7096
H 6.9358 0.3869 7.7860
H 6.3675 -1.0632 6.9023
H 5.4450 -0.3069 8.2896
C -1.2034 -1.1858 8.8073
O -0.3132 -1.2291 7.7387
C -0.6972 -0.4733 6.6046
C 0.4370 -0.4713 5.5574
O 0.3003 -1.5480 4.6771
C 1.5052 -1.7865 3.9675
H -1.2626 -0.1642 9.1827
H -1.0025 -2.0492 9.4416
H -2.2004 -1.4160 8.4318
H -0.8756 0.5611 6.8983
H -1.5591 -0.9147 6.1042
H 1.2897 -0.5679 6.2294
H 0.5157 0.4785 5.0284
H 1.7298 -0.9933 3.2544
H 1.2411 -2.6724 3.3900
H 2.3530 -1.8753 4.6468
C 4.2533 1.7729 -0.2617
O 3.4319 2.9378 -0.4960
C 4.0418 4.1170 0.1182
C 3.0940 5.3013 0.1396
O 2.1870 5.1014 1.2111
C 0.9841 4.3779 0.9910
H 5.3088 1.8406 -0.5255
H 3.8125 0.9026 -0.7478
H 4.2108 1.5149 0.7964
H 4.9626 4.3285 -0.4255
H 4.4458 3.9671 1.1194
H 2.6497 5.3103 -0.8557
H 3.6533 6.2200 0.3167
H 0.2809 4.9031 0.3446
H 0.5353 4.1423 1.9559
H 1.2188 3.5063 0.3801
C -2.5770 3.0189 5.6643
O -1.7849 3.2645 4.4804
C -1.8943 2.3869 3.3546
C -3.3732 2.3018 2.8936
O -4.2451 1.6938 3.8607
C -4.1246 0.3070 4.0605
H -3.4980 3.5640 5.4575
H -2.0450 3.5711 6.4389
H -2.7800 2.0105 6.0249
H -1.5427 1.3741 3.5510
H -1.3492 2.7164 2.4701
H -3.4548 1.7518 1.9560
H -3.8253 3.2888 2.7955
H -5.1361 -0.0238 4.2964
H -3.5059 0.1620 4.9461
H -3.8752 -0.2819 3.1779
C -3.5989 3.5489 -0.6674
O -3.4028 2.3222 -1.4209
C -4.1234 2.3034 -2.6340
C -3.5246 1.2978 -3.5729
O -3.7790 -0.0838 -3.2190
C -3.1569 -1.0574 -3.9914
H -3.7608 4.5307 -1.1123
H -2.7282 3.5555 -0.0118
H -4.4297 3.3309 0.0037
H -3.9364 3.3047 -3.0218
H -5.1721 2.0596 -2.4642
H -2.4600 1.4426 -3.7565
H -4.0837 1.3906 -4.5040
H -3.4694 -2.0588 -3.6955
H -2.0880 -0.8704 -3.8894
H -3.4051 -0.9623 -5.0485
C 5.3492 -3.9402 -4.3689
O 4.3951 -3.1425 -3.6947
C 3.7000 -3.9076 -2.6824
C 2.5002 -3.1572 -2.1148
O 2.8449 -2.0064 -1.3039
C 3.5222 -2.2716 -0.0814
H 6.1933 -4.2426 -3.7490
H 5.7439 -3.3828 -5.2183
H 4.9649 -4.8284 -4.8705
H 4.4690 -4.1217 -1.9401
H 3.2821 -4.8645 -2.9953
H 1.8585 -3.9009 -1.6423
H 1.8924 -2.7733 -2.9341
H 3.5308 -1.3584 0.5137
H 4.5244 -2.6521 -0.2786
H 2.9787 -3.0547 0.4472
C -8.0459 7.0808 -0.5964
O -8.1483 5.8291 0.0271
C -7.2803 4.7604 -0.5617
C -7.4084 3.5618 0.3437
O -6.8745 3.8414 1.6235
C -7.3545 2.8750 2.5278
H -7.0337 7.4348 -0.4010
H -8.7005 7.8354 -0.1602
H -8.2524 7.1706 -1.6629
H -6.2354 5.0704 -0.5771
H -7.5930 4.4301 -1.5523
H -6.8213 2.7601 -0.1041
H -8.4786 3.4619 0.5248
H -7.1046 1.8554 2.2346
H -8.4192 2.9882 2.7322
H -6.7854 3.0237 3.4454
C 0.2515 -6.8580 1.6498
C 0.7127 -5.8169 0.6054
C 0.0891 -4.4419 0.8300
O 2.1546 -5.8138 0.5466
H -0.8275 -6.8844 1.8021
H 0.7790 -6.7570 2.5983
H 0.4529 -7.8443 1.2320
H 0.3933 -6.1687 -0.3756
H -0.9637 -4.4100 0.5496
H 0.5196 -3.6625 0.2013
H 0.2102 -4.1193 1.8641
H 2.4683 -6.6569 0.2113
C 2.5546 -3.2339 -7.6310
C 1.7582 -3.2630 -6.3142
C 1.3341 -1.9417 -5.7502
O 0.5993 -3.9567 -6.5321
H 1.9423 -2.8591 -8.4512
H 2.8234 -4.2220 -8.0044
H 3.4251 -2.5874 -7.5197
H 2.3417 -3.8441 -5.6000
H 1.0818 -1.2025 -6.5105
H 2.1275 -1.5209 -5.1324
H 0.4077 -1.9734 -5.1766
H -0.0181 -3.5368 -7.1356
C -6.0032 -1.0470 0.6874
C -4.7298 -1.2541 -0.1010
C -4.0045 -2.5433 0.1739
O -5.2149 -1.3019 -1.4202
H -6.4084 -0.0921 0.3527
H -5.7985 -0.9586 1.7544
H -6.6962 -1.8786 0.5599
H -4.0142 -0.4486 0.0642
H -3.1236 -2.6212 -0.4633
H -4.6537 -3.4011 -0.0012
H -3.6398 -2.4829 1.1993
H -4.5977 -0.9979 -2.0897
C 3.9838 -5.5688 4.0444
C 4.5052 -4.4010 3.1392
C 5.8016 -3.9008 3.7500
O 4.7289 -4.9522 1.8156
H 3.8298 -5.1201 5.0257
H 4.7432 -6.3311 4.2186
H 3.0385 -6.0231 3.7473
H 3.8383 -3.5448 3.0376
H 5.5944 -3.6240 4.7837
H 6.1261 -3.0122 3.2085
H 6.6254 -4.6111 3.6804
H 3.8816 -5.2047 1.4414
C -1.9482 -4.7870 -2.3061
C -0.6763 -4.7156 -3.2220
C -0.1594 -6.1254 -3.5789
O -0.9688 -4.0363 -4.3886
H -2.3243 -3.7698 -2.1969
H -1.7298 -5.2128 -1.3268
H -2.7766 -5.2927 -2.8021
H 0.0865 -4.1604 -2.6761
H 0.3234 -6.6717 -2.7686
H 0.5462 -5.9251 -4.3852
H -1.0051 -6.7488 -3.8692
H -0.2708 -4.2753 -5.0028
C -2.7753 -5.5431 4.4696
C -2.0173 -5.6245 5.7331
C -1.6611 -4.2136 6.2508
O -2.7692 -6.3560 6.7221
H -2.6657 -6.5117 3.9818
H -2.4902 -4.7732 3.7525
H -3.8630 -5.5192 4.5369
H -1.1406 -6.2239 5.4875
H -1.2295 -3.5559 5.4963
H -0.9356 -4.2758 7.0619
H -2.5191 -3.6591 6.6309
H -3.4436 -5.7847 7.0968
C 0.0667 0.0004 -1.2337
C -1.0168 -0.0290 -0.2488
C -0.6920 -0.8991 1.0187
O -1.3738 1.2233 0.1872
H -0.1139 0.6225 -2.1103
H 0.1859 -1.0214 -1.5938
H 0.9617 0.3579 -0.7245
H -1.9757 -0.3488 -0.6567
H 0.1646 -0.4974 1.5600
H -0.4808 -1.9578 0.8679
H -1.5502 -0.7951 1.6827
H -2.0016 1.5888 -0.4403
C -2.1424 5.9998 2.0544
C -2.3245 7.1489 1.1113
C -1.1795 7.2629 0.0540
O -3.5467 6.8674 0.4178
H -1.2415 6.1221 2.6556
H -2.0941 5.0386 1.5426
H -2.9382 5.9788 2.7989
H -2.4171 8.1164 1.6046
H -0.1655 7.3070 0.4516
H -1.3784 8.0492 -0.6742
H -1.2041 6.3701 -0.5708
H -4.2674 6.8760 1.0519
C 1.4732 3.1326 -5.9479
C 1.3023 1.7681 -5.4511
C 1.8527 1.4876 -3.9963
O -0.0169 1.3841 -5.4881
H 1.2152 3.8305 -5.1514
H 0.9269 3.4180 -6.8469
H 2.4960 3.3260 -6.2716
H 1.7259 1.0061 -6.1052
H 1.3277 2.0631 -3.2339
H 2.9312 1.6287 -3.9261
H 1.6303 0.4478 -3.7566
H -0.5221 2.0418 -5.0045

Forces on the atoms, in the same order (eV/Å):
C -0.879 -1.564 -1.046
O 2.192 1.230 1.774
C -0.495 -0.927 0.862
C -0.013 1.766 -3.347
O -0.629 -0.690 0.928
C 0.577 0.165 -0.337
H 0.015 0.325 0.595
H -0.109 -0.286 -0.439
H 0.149 0.224 0.226
H 0.218 0.067 -0.690
H -0.498 0.202 0.319
H 0.123 0.163 -0.189
H -0.301 -0.157 0.391
H -0.167 -0.050 0.353
H -0.483 -0.493 0.277
H 0.229 0.024 0.338
C 0.525 -0.318 0.454
O -0.968 0.399 0.215
C 0.126 -0.062 0.210
C 0.512 -1.586 -1.391
O 0.433 1.122 1.258
C 0.337 0.794 -1.161
H 0.193 0.122 0.198
H 0.172 -0.109 -0.064
H -0.346 0.160 -0.331
H 0.187 0.130 -0.454
H -0.252 -0.255 0.417
H 0.527 -0.666 0.434
H -1.399 0.611 0.237
H 0.256 -0.329 0.054
H -0.417 -0.099 -0.312
H 0.116 0.187 0.444
C 0.842 -0.457 -1.144
O 0.179 0.623 2.976
C 0.062 -0.198 -0.849
C 0.478 0.241 -0.124
O -0.798 0.753 -2.290
C -0.414 0.483 1.162
H -0.066 0.622 0.318
H -0.097 -0.109 0.045
H -0.780 0.048 -0.099
H -0.205 -0.285 0.174
H 0.698 0.035 -0.421
H 0.852 -0.874 0.130
H -0.885 0.336 0.019
H 0.262 -0.133 -0.250
H -0.229 -0.103 -0.059
H 0.133 -0.861 0.356
C -1.108 -0.352 -1.099
O 1.069 -0.282 -0.922
C 0.469 0.008 -0.714
C -0.635 -0.047 1.606
O 0.278 0.213 0.220
C -0.923 -0.166 -0.393
H 0.223 -0.176 0.892
H 0.479 0.706 0.595
H -0.510 0.075 -0.112
H -0.318 0.198 0.067
H -0.492 0.058 0.220
H 0.705 -0.155 -0.384
H -0.176 0.137 -0.141
H 0.006 0.283 0.015
H 0.737 -0.227 0.070
H 0.074 -0.389 -0.024
C -0.972 -0.080 0.595
O 1.271 0.350 0.840
C 0.686 -0.498 -0.709
C 0.004 -1.712 0.064
O -0.372 0.981 0.455
C 0.698 -0.271 -1.271
H -0.009 0.496 -0.377
H -0.102 0.291 -0.477
H 0.133 0.159 0.348
H 0.033 0.312 -0.597
H -0.567 -0.589 0.433
H -0.558 0.395 -0.026
H -0.121 -0.004 0.060
H -0.208 0.577 0.281
H 0.134 -0.012 -0.148
H -0.072 -0.603 0.507
C 0.116 1.587 -0.724
O 1.013 -0.947 -0.374
C -2.208 -0.082 0.184
C -0.018 -0.469 0.850
O 0.105 0.287 -0.737
C -0.948 0.373 0.415
H -0.399 -0.417 0.533
H 0.029 -0.129 0.121
H 0.273 -0.221 -0.596
H 0.174 -0.194 0.358
H 0.390 0.562 0.404
H 0.144 -0.009 -0.252
H 0.345 0.183 -0.283
H -0.066 -0.141 0.307
H 0.375 -0.658 -0.237
H 0.711 0.176 -0.101
C 0.077 -1.878 1.567
O 0.152 1.114 0.295
C 0.909 -0.366 0.334
C -0.666 -1.434 -1.107
O -0.732 1.079 1.362
C 0.872 0.490 -0.796
H 0.246 -0.344 -0.876
H 0.102 0.498 -0.044
H -0.334 0.400 0.087
H -0.677 -0.064 -0.836
H -0.241 0.257 -0.003
H 0.039 0.107 0.119
H 0.357 0.547 -0.385
H 0.156 0.175 0.375
H 0.367 -0.705 -0.166
H -0.113 0.135 -0.286
C 0.283 0.288 -0.713
O -0.810 -1.085 -0.070
C 0.385 0.871 0.159
C 1.129 0.950 0.126
O -0.569 -0.460 -0.617
C -0.481 -0.724 -0.635
H -0.001 0.022 0.333
H 0.088 0.473 0.247
H -0.595 -0.322 0.406
H -0.231 -0.211 0.492
H 0.270 -0.200 -0.770
H 0.144 0.081 0.799
H 0.167 0.258 -0.132
H 0.092 -0.012 -0.158
H 0.223 0.186 0.231
H 0.015 -0.073 0.360
C 0.919 0.717 0.255
O 0.324 -1.716 -1.256
C -0.822 1.133 1.374
C 0.047 1.548 0.490
O 0.174 -0.152 -0.238
C 0.963 0.185 0.956
H 0.279 0.361 -0.353
H -0.273 -0.482 0.531
H 0.048 -0.740 -0.304
H 0.059 0.406 -0.117
H -0.211 0.453 -0.228
H -0.612 -0.623 -0.138
H -0.189 -0.973 -0.624
H -0.216 -0.184 -0.391
H -0.158 -0.050 -0.138
H -0.199 0.100 0.159
C 0.045 -0.147 -0.763
C -0.582 -0.792 0.063
C 0.796 0.206 -0.040
O -0.106 0.976 0.345
H -0.045 0.468 0.108
H -0.076 0.155 -0.020
H 0.333 -0.183 0.172
H -0.285 -0.004 -0.151
H -0.083 -0.433 0.315
H 0.413 -0.137 -0.093
H -0.115 -0.007 0.094
H -0.191 -0.171 -0.011
C -0.063 0.484 0.154
C 0.771 0.597 -1.002
C 0.654 1.476 0.307
O -1.882 -2.851 -0.313
H -0.209 0.513 0.131
H 0.280 -0.153 0.565
H 0.164 -0.129 -0.189
H -0.073 0.018 0.278
H 0.281 -0.004 -0.412
H -0.007 0.234 0.073
H 0.220 -0.547 0.352
H 0.211 0.365 -0.080
C 0.597 0.356 0.910
C -0.528 -0.692 -0.716
C 0.333 0.152 0.569
O -0.713 -0.159 -0.451
H -0.402 -0.189 0.012
H 0.014 0.004 0.190
H -0.038 0.152 -0.283
H -0.078 0.507 -0.058
H -0.018 -0.019 -0.110
H 0.033 -0.031 0.167
H 0.022 -0.504 0.251
H 0.351 0.496 0.116
C -0.112 1.463 0.393
C 0.196 -2.319 -0.260
C -0.028 0.482 -0.747
O 0.753 0.711 0.519
H -0.292 -0.068 0.249
H 0.079 0.005 -0.496
H 0.099 0.049 -0.299
H -0.450 -0.142 0.296
H 0.225 -0.016 0.027
H 0.068 0.146 0.085
H -0.227 -0.251 0.157
H -0.419 0.010 0.032
C 0.642 0.799 -1.073
C -0.985 -1.399 1.918
C -0.265 0.712 0.350
O -0.822 0.363 -0.112
H 0.153 0.133 0.333
H -0.065 -0.071 -0.135
H 0.207 -0.459 -0.021
H 0.169 -0.051 0.257
H 0.222 0.287 0.151
H 0.132 -0.772 -0.173
H 0.105 0.075 -0.510
H 0.065 0.353 -0.848
C -1.310 -1.053 -1.974
C -0.387 1.376 1.113
C 0.609 -0.373 0.210
O 0.726 -0.274 -0.255
H 0.196 -0.068 -0.416
H 0.328 0.072 0.202
H -0.110 0.548 0.650
H 0.263 0.133 0.659
H 0.142 -0.249 -0.225
H -0.014 0.010 0.089
H -0.381 -0.266 0.031
H -0.019 0.201 -0.112
C 0.788 -0.477 -0.703
C -1.330 -1.772 1.110
C -0.341 0.806 -0.466
O 0.344 2.421 1.540
H -0.268 0.151 0.117
H 0.529 -0.054 -0.092
H 0.303 -0.121 -0.245
H 0.197 -1.234 -0.579
H 0.141 0.265 -0.097
H -0.223 0.182 -0.413
H -0.042 -0.175 0.116
H -0.241 0.112 -0.288
C 0.766 0.195 1.179
C 0.485 -0.262 -1.061
C -1.106 -0.631 -0.197
O 0.016 0.445 -0.889
H 0.258 -0.116 -0.059
H -0.046 0.130 -0.095
H -0.271 -0.128 -0.119
H 0.045 -0.012 0.337
H -0.218 0.320 0.300
H 0.097 0.394 0.364
H -0.070 -0.362 0.096
H -0.043 -0.020 0.138
C 1.067 1.870 -0.501
C 0.972 -2.189 1.233
C -0.138 0.029 -1.168
O -2.119 -0.581 0.006
H 0.036 0.280 -0.064
H -0.555 -0.496 0.091
H 0.333 0.031 0.462
H 0.797 0.277 -0.167
H 0.105 0.404 -0.108
H -0.025 0.196 0.112
H 0.096 -0.098 -0.132
H -0.465 0.284 0.115